No. 1
Below is a cluster of 14 separate species, C26H80N10O14 in total in a non-equilibrium geometry, with properties calculated with ωB97M-V/def2-TZVPD.

Atoms and positions in Å:
C 2.797 2.538 0.998
O 1.845 3.528 1.161
H 3.690 3.034 0.744
H 2.472 1.876 0.193
H 2.891 1.912 1.834
H 1.029 3.213 1.564
C -1.759 -1.190 -4.104
O -1.450 -1.356 -2.742
H -2.519 -0.432 -4.257
H -2.106 -2.184 -4.470
H -0.901 -0.931 -4.729
H -0.525 -1.662 -2.745
C 3.887 -1.032 -0.675
O 3.951 -1.559 0.627
H 4.873 -0.953 -1.039
H 3.502 0.003 -0.659
H 3.265 -1.651 -1.283
H 4.541 -2.290 0.611
C -4.225 -0.013 2.337
O -3.548 0.821 3.199
N -5.421 -0.483 2.571
N -3.700 -0.433 1.272
H -5.727 -0.358 3.553
H -5.928 -1.151 1.974
H -2.652 -0.376 1.259
H -4.144 -1.264 0.819
C -3.599 1.680 -1.662
O -3.278 2.259 -2.868
N -4.042 2.452 -0.714
N -3.390 0.451 -1.256
H -4.083 3.389 -0.947
H -4.136 2.135 0.267
H -2.737 -0.027 -1.873
H -3.548 0.202 -0.217
C -4.494 -3.006 -1.356
O -5.268 -4.131 -1.152
N -3.285 -3.195 -1.850
N -4.792 -1.815 -0.933
H -3.020 -4.124 -2.035
H -2.598 -2.497 -2.147
H -5.674 -1.826 -0.373
H -4.390 -0.915 -1.266
C -0.506 -4.668 -0.964
O -1.207 -5.166 -2.038
N -0.942 -3.667 -0.325
N 0.697 -4.999 -0.692
H -1.892 -3.493 -0.625
H -0.577 -3.372 0.624
H 1.280 -4.435 -0.128
H 1.031 -5.928 -1.159
C 4.326 -0.769 4.084
O 4.436 0.582 3.648
N 4.808 -1.245 5.191
N 4.029 -1.757 3.284
H 4.976 -0.629 6.003
H 4.908 -2.228 5.332
H 3.707 -1.429 2.325
H 3.842 -2.726 3.511
C -0.527 1.202 -0.614
C -0.493 -0.086 0.176
C 0.875 -0.701 0.128
O -0.790 0.022 1.344
H -0.608 0.964 -1.636
H 0.342 1.798 -0.543
H -1.413 1.725 -0.290
H -1.178 -0.833 -0.281
H 1.239 -0.716 -0.865
H 0.843 -1.761 0.240
H 1.540 -0.164 0.749
H -0.463 -0.809 1.758
C -1.389 6.676 1.420
C -0.614 6.165 0.220
C -1.121 4.846 -0.229
O -0.681 7.016 -0.718
H -1.200 7.726 1.578
H -1.050 6.238 2.380
H -2.456 6.511 1.430
H 0.479 6.090 0.463
H -0.690 4.688 -1.222
H -2.221 4.597 -0.230
H -0.722 4.058 0.432
H -0.208 6.772 -1.533
C 0.328 2.328 -4.641
C 1.184 2.567 -3.450
C 1.999 1.335 -2.985
O 1.950 3.560 -3.559
H -0.350 3.167 -4.915
H -0.266 1.423 -4.435
H 0.898 2.069 -5.529
H 0.541 2.862 -2.580
H 2.373 1.563 -1.965
H 2.796 0.942 -3.614
H 1.335 0.515 -2.916
H 1.391 4.326 -3.820
C 1.469 -3.715 2.355
C 0.250 -3.178 3.002
C 0.637 -1.841 3.685
O -0.682 -2.925 2.162
H 1.692 -3.036 1.611
H 1.461 -4.630 1.857
H 2.338 -3.783 3.050
H -0.132 -3.888 3.781
H 1.275 -2.011 4.582
H -0.258 -1.223 3.914
H 1.274 -1.327 2.906
H -1.474 -3.460 2.466
C 2.307 -1.906 -4.692
C 1.698 -2.956 -3.792
C 2.674 -4.113 -3.392
O 1.305 -2.511 -2.688
H 3.331 -1.734 -4.306
H 1.682 -1.030 -4.611
H 2.369 -2.237 -5.710
H 0.791 -3.419 -4.213
H 3.644 -3.748 -2.953
H 2.989 -4.640 -4.266
H 2.335 -4.786 -2.702
H 0.900 -3.263 -2.194
C 0.826 1.557 3.997
C -0.356 2.371 3.524
C -0.414 3.788 4.084
O -0.409 2.467 2.321
H 0.636 1.151 4.995
H 1.782 2.027 4.075
H 1.014 0.673 3.388
H -1.308 1.838 3.777
H -1.391 4.222 3.703
H 0.413 4.431 3.674
H -0.294 3.772 5.194
H -0.772 1.671 1.962

The calculation puts the HOMO-LUMO gap at 0.3145 Eh. As for the spin multiplicity: 1. The value obtained for the HOMO energy is -9.10 eV. Its LUMO energy is -0.54 eV. Its relative energy (zero: lowest compared OMol25 entry of this formula, charge and spin) is 190.84 kcal/mol.

=====

No. 2
Below is a cluster of 8 separate species, C28H64N2O24P6 in total in a non-equilibrium geometry, with properties calculated with ωB97M-V/def2-TZVPD.

Atoms and positions in Å:
C -5.162 -1.776 3.749
O -4.138 -1.011 3.182
P -2.638 -0.985 3.853
O -2.596 -0.911 5.335
O -1.913 -2.236 3.176
C -0.525 -2.381 3.450
O -1.928 0.283 3.079
C -0.661 0.797 3.535
H -4.896 -2.097 4.756
H -5.346 -2.657 3.133
H -6.057 -1.153 3.758
H 0.168 -2.208 2.627
H -0.265 -3.427 3.614
H -0.306 -1.812 4.354
H -0.392 0.519 4.554
H -0.585 1.884 3.523
H 0.094 0.341 2.894
C -0.999 4.846 1.647
O -0.190 5.647 0.741
P 0.140 5.143 -0.769
O 0.633 3.705 -0.957
O -1.337 5.411 -1.454
C -1.501 5.308 -2.883
O 1.133 6.302 -1.330
C 2.389 6.535 -0.738
H -0.367 4.334 2.373
H -1.576 4.136 1.054
H -1.736 5.355 2.268
H -1.580 6.292 -3.346
H -2.363 4.716 -3.190
H -0.658 4.866 -3.415
H 2.687 5.706 -0.095
H 2.377 7.512 -0.254
H 3.145 6.461 -1.519
C -2.284 1.860 -0.565
O -3.238 2.604 0.158
P -4.752 2.918 -0.414
O -5.668 3.625 0.591
O -4.412 3.829 -1.717
C -4.969 5.133 -1.868
O -5.325 1.578 -1.005
C -5.699 0.579 -0.052
H -2.470 0.790 -0.469
H -1.271 2.073 -0.222
H -2.359 2.054 -1.635
H -4.443 5.798 -1.184
H -6.026 5.058 -1.612
H -4.921 5.558 -2.871
H -5.379 -0.455 -0.175
H -6.781 0.518 0.062
H -5.425 0.802 0.979
C 3.754 -5.379 0.392
O 2.436 -5.598 -0.126
P 1.205 -5.852 0.939
O 0.917 -4.645 1.724
O 1.681 -7.179 1.738
C 1.617 -8.465 1.214
O -0.025 -6.348 0.013
C -1.255 -6.585 0.656
H 4.367 -6.127 -0.111
H 3.764 -5.688 1.437
H 4.098 -4.347 0.322
H 1.346 -8.499 0.159
H 0.845 -8.980 1.787
H 2.495 -9.101 1.321
H -1.666 -5.733 1.197
H -1.173 -7.380 1.396
H -1.964 -6.983 -0.070
C 2.329 0.376 -4.871
O 3.151 -0.694 -5.350
P 4.565 -0.954 -4.565
O 5.068 0.042 -3.621
O 5.567 -1.326 -5.760
C 6.954 -1.546 -5.584
O 4.280 -2.404 -3.894
C 3.748 -2.461 -2.559
H 2.206 1.018 -5.743
H 2.810 0.921 -4.059
H 1.399 0.000 -4.443
H 7.346 -2.095 -6.440
H 7.104 -2.232 -4.750
H 7.583 -0.668 -5.440
H 4.437 -2.934 -1.858
H 2.876 -3.062 -2.815
H 3.471 -1.464 -2.213
C 2.447 0.588 6.205
O 1.895 1.294 5.091
P 2.490 2.706 4.565
O 3.898 2.960 4.827
O 2.066 2.762 2.952
C 2.857 1.984 1.974
O 1.398 3.702 5.237
C 1.550 4.222 6.547
H 2.508 -0.482 6.007
H 1.800 0.823 7.051
H 3.413 0.929 6.577
H 2.445 1.024 1.665
H 2.936 2.582 1.066
H 3.906 1.885 2.255
H 1.288 3.490 7.310
H 0.923 5.075 6.806
H 2.598 4.478 6.704
C -3.371 -2.399 -3.687
C -3.658 -1.119 -3.400
C -3.024 -0.073 -4.043
N -2.275 -0.300 -5.177
C -2.057 -1.606 -5.500
C -2.586 -2.684 -4.758
H -3.792 -3.160 -3.047
H -4.330 -0.982 -2.566
H -3.313 0.957 -3.899
H -1.486 -1.784 -6.399
H -2.371 -3.720 -4.976
C 0.023 -0.859 -2.284
C 0.251 0.392 -1.756
C 1.048 0.427 -0.630
N 1.585 -0.622 -0.042
C 1.197 -1.829 -0.475
C 0.421 -2.023 -1.586
H -0.535 -1.012 -3.197
H -0.183 1.322 -2.093
H 1.348 1.369 -0.195
H 1.523 -2.697 0.079
H 0.202 -3.023 -1.931

The calculation puts the HOMO-LUMO gap at 0.3622 Eh. As for the spin multiplicity: 1. The value obtained for the HOMO energy is -9.56 eV. As for the SMILES: COP(=O)(OC)OC.COP(=O)(OC)OC.COP(=O)(OC)OC.COP(=O)(OC)OC.COP(=O)(OC)OC.COP(=O)(OC)OC.c1ccncc1.c1ccncc1. Its LUMO energy is 0.29 eV.

=====

No. 3
Below is a cluster of 2 separate species, C4O2 in total in a non-equilibrium geometry, with properties calculated with ωB97M-V/def2-TZVPD.

Atoms and positions in Å:
C -0.420 1.943 -0.081
C -1.000 0.854 -0.016
C 2.636 -0.046 0.242
C -1.464 -0.361 0.015
O 2.057 -0.913 -0.204
O -1.808 -1.476 0.043

The calculation puts the HOMO-LUMO gap at 0.3823 Eh. As for the spin multiplicity: 1. The value obtained for the HOMO energy is -11.35 eV. Its LUMO energy is -0.95 eV. Its relative energy (zero: lowest compared OMol25 entry of this formula, charge and spin) is 0.00 kcal/mol.

=====

No. 4
Below is a structure of composition C3H7N2S in a non-equilibrium geometry, with properties calculated with ωB97M-V/def2-TZVPD.

Atoms and positions in Å:
C 1.609 -0.898 0.009
C 2.530 0.213 0.038
C -2.483 0.764 0.054
N 0.503 -0.314 -0.094
N -2.244 -0.484 -0.070
S 1.021 1.308 -0.080
H 1.961 -1.979 -0.144
H 3.307 0.430 -0.684
H -1.649 1.425 0.172
H -3.466 1.092 0.177
H -1.196 -0.582 -0.019
H 3.104 0.216 0.932
H -2.996 -1.190 -0.290

The calculation puts the HOMO-LUMO gap (spin up / spin down) at 0.1802 / 0.3054 Eh. As for the spin multiplicity: 3. The value obtained for the HOMO energy (spin up / spin down) is -9.59 / -14.75 eV. Its LUMO energy (spin up / spin down) is -4.69 / -6.44 eV. Its relative energy (zero: lowest compared OMol25 entry of this formula, charge and spin) is 75.78 kcal/mol. As for the net charge: +1.

=====

No. 5
Below is a cluster of 2 separate species, C5H12N3 in total in a non-equilibrium geometry, with properties calculated with ωB97M-V/def2-TZVPD.

Atoms and positions in Å:
C 2.678 -0.013 -0.298
C -0.116 0.621 -0.466
C 2.699 0.473 1.014
C -2.449 0.074 -0.079
C -0.584 -1.686 -0.079
N 2.724 -0.503 -1.352
N -1.013 -0.314 -0.248
N -0.525 1.904 -0.513
H 2.675 1.488 1.183
H 3.561 -0.129 1.522
H 1.819 0.307 1.594
H -2.951 0.676 -0.962
H -3.142 -0.822 0.235
H -2.589 0.661 0.752
H -0.097 -2.124 -0.981
H -0.092 -1.691 0.901
H -1.403 -2.274 -0.083
H 2.886 -1.165 -2.018
H 0.233 2.387 -0.944
H -1.472 2.105 -0.678

The calculation puts the HOMO-LUMO gap at 0.2970 Eh. As for the spin multiplicity: 1. The value obtained for the HOMO energy is -11.91 eV. Its LUMO energy is -3.83 eV. Its relative energy (zero: lowest compared OMol25 entry of this formula, charge and spin) is 114.20 kcal/mol. As for the net charge: +1.

=====

No. 6
Below is a cluster of 2 separate species, C4H4 in total in a non-equilibrium geometry, with properties calculated with ωB97M-V/def2-TZVPD.

Atoms and positions in Å:
C -1.432 -0.394 -0.050
C -2.642 -0.360 -0.065
H -0.243 -0.610 0.020
H -3.701 -0.224 -0.068
C 1.444 0.498 0.026
C 2.638 0.300 0.017
H 0.270 0.777 0.107
H 3.667 0.014 0.013

The calculation puts the HOMO-LUMO gap at 0.4381 Eh. As for the spin multiplicity: 1. The value obtained for the HOMO energy is -10.75 eV. As for the SMILES: C#C.C#C. Its LUMO energy is 1.17 eV. Its relative energy (zero: lowest compared OMol25 entry of this formula, charge and spin) is 71.43 kcal/mol.

=====

No. 7
Below is an isolated molecule of C3H5ClO in a non-equilibrium geometry, with properties calculated with ωB97M-V/def2-TZVPD.

Atoms and positions in Å:
C 0.911 0.684 0.172
C -0.294 -0.125 0.412
Cl -1.474 0.915 1.192
C -0.849 -0.908 -0.846
O -1.964 -0.984 -1.256
H 1.456 0.849 1.176
H 1.632 -0.017 -0.350
H 0.661 1.667 -0.307
H -0.127 -0.836 1.146
H 0.047 -1.245 -1.339

The calculation puts the HOMO-LUMO gap at 0.3980 Eh. As for the spin multiplicity: 1. The value obtained for the HOMO energy is -10.15 eV. As for the SMILES: C[C@@H](Cl)C=O. Its LUMO energy is 0.68 eV. Its relative energy (zero: lowest compared OMol25 entry of this formula, charge and spin) is 16.61 kcal/mol.

=====

No. 8
Below is a structure of composition C30H45BrHgN4OP2 in a non-equilibrium geometry, with properties calculated with ωB97M-V/def2-TZVPD.

Atoms and positions in Å:
C 1.883 -3.836 2.593
C 2.816 -2.853 2.269
C 4.014 -3.214 1.678
C 4.144 -4.524 1.190
N 3.161 -5.415 1.350
C 2.064 -5.115 2.050
C 2.528 -1.460 2.527
C 1.968 -0.424 2.802
C 1.216 0.799 2.995
C 0.095 1.192 2.228
C -0.374 2.497 2.253
C 0.164 3.352 3.196
C 1.090 2.923 4.152
C 1.648 1.652 4.021
Hg -0.895 1.356 -0.626
P -0.047 -1.320 -1.194
H 4.803 -2.468 1.615
H 1.059 -3.568 3.243
H 5.071 -4.812 0.683
H 1.294 -5.878 2.228
H 2.418 1.306 4.712
H -0.432 0.453 1.636
H 1.402 3.583 4.961
H -1.115 2.847 1.545
C -0.661 -1.458 -2.932
C -0.322 -2.653 -3.826
H -0.297 -0.541 -3.425
H -1.755 -1.348 -2.857
H -0.803 -2.497 -4.802
H 0.752 -2.748 -4.016
H -0.698 -3.606 -3.434
C 1.734 -1.873 -1.247
C 2.048 -3.331 -1.537
H 2.136 -1.600 -0.258
H 2.234 -1.222 -1.980
H 3.119 -3.422 -1.744
H 1.848 -3.975 -0.677
H 1.518 -3.738 -2.402
C -0.833 -2.673 -0.195
C -1.317 -3.931 -0.895
H -1.673 -2.183 0.320
H -0.107 -2.931 0.594
H -1.817 -4.569 -0.156
H -2.045 -3.718 -1.682
H -0.501 -4.526 -1.323
Br -0.492 5.191 3.070
P 1.485 2.210 -1.320
C 2.230 1.417 -2.806
C 2.632 2.343 -3.954
H 1.485 0.678 -3.148
H 3.107 0.834 -2.482
H 2.947 1.753 -4.828
H 1.803 2.986 -4.276
H 3.479 2.987 -3.678
C 0.809 3.865 -1.809
C 1.752 5.060 -1.846
H 0.009 4.050 -1.072
H 0.306 3.721 -2.777
H 1.173 5.972 -2.042
H 2.269 5.200 -0.891
H 2.500 4.966 -2.643
C 2.869 2.479 -0.158
C 4.198 2.934 -0.786
H 2.999 1.521 0.373
H 2.544 3.195 0.611
H 4.967 3.053 -0.009
H 4.579 2.206 -1.514
H 4.099 3.902 -1.297
C -4.992 -0.256 2.677
N -4.665 0.277 1.361
C -5.634 0.811 0.572
C -5.335 1.303 -0.673
C -3.996 1.267 -1.088
N -3.039 0.882 -0.232
C -3.349 0.245 0.950
O -2.486 -0.350 1.617
N -3.603 1.674 -2.336
H -5.328 0.573 3.315
H -4.095 -0.718 3.104
H -5.790 -0.996 2.540
H -6.633 0.792 0.987
H -6.086 1.728 -1.338
H -4.305 1.921 -3.013
H -2.662 1.475 -2.677

The calculation puts the HOMO-LUMO gap at 0.2408 Eh. As for the spin multiplicity: 1. The value obtained for the HOMO energy is -13.32 eV. Its LUMO energy is -6.76 eV. Its relative energy (zero: lowest compared OMol25 entry of this formula, charge and spin) is 6.97 kcal/mol. As for the net charge: +2.

=====

No. 9
Below is a structure of composition C27H42N6O2PS2Yb, with properties calculated with ωB97M-V/def2-TZVPD.

Atoms and positions in Å:
Yb 0.220 -1.022 -0.727
C -3.334 3.415 -1.703
C -3.745 2.692 -0.431
N -4.010 1.254 -0.642
C -5.425 0.876 -0.902
C -5.728 0.670 -2.375
C -3.064 0.336 -0.643
S -1.421 0.903 -0.343
N -3.504 -0.920 -0.883
C -2.814 -2.014 -0.975
O -1.507 -2.098 -0.865
C -3.549 -3.269 -1.217
C -4.943 -3.272 -1.225
C -5.632 -4.450 -1.452
C -4.937 -5.631 -1.681
C -3.548 -5.635 -1.683
C -2.862 -4.457 -1.449
H -3.109 4.456 -1.471
H -4.132 3.405 -2.445
H -2.444 2.963 -2.143
H -4.668 3.108 -0.035
H -2.990 2.797 0.344
H -6.026 1.685 -0.492
H -5.638 -0.021 -0.329
H -5.529 1.568 -2.959
H -6.784 0.426 -2.491
H -5.140 -0.152 -2.782
H -5.478 -2.349 -1.045
H -6.714 -4.451 -1.450
H -5.478 -6.551 -1.861
H -3.006 -6.554 -1.868
H -1.786 -4.451 -1.461
S 3.658 -4.364 -1.726
C 2.167 -5.174 -1.557
C 1.181 -4.280 -1.320
N 1.599 -2.965 -1.277
C 2.899 -2.885 -1.478
H 2.090 -6.247 -1.635
H 0.144 -4.512 -1.161
H 3.433 -1.946 -1.488
O 2.076 -0.008 -0.712
P 2.539 0.762 0.543
N 1.433 1.916 0.858
C 1.327 3.084 -0.061
C 0.368 4.018 0.664
C 0.700 3.789 2.134
C 0.959 2.286 2.222
N 4.015 1.356 0.280
C 4.679 1.321 -1.060
C 5.378 2.671 -1.129
C 5.796 2.922 0.314
C 4.600 2.428 1.128
N 2.521 -0.293 1.791
C 1.448 -1.289 1.958
C 1.823 -2.016 3.250
C 2.491 -0.919 4.071
C 3.321 -0.161 3.040
H 0.970 2.778 -1.044
H 2.308 3.554 -0.182
H -0.662 3.719 0.459
H 0.493 5.053 0.352
H -0.104 4.094 2.801
H 1.594 4.348 2.418
H 0.045 1.734 2.452
H 1.699 2.052 2.984
H 3.948 1.177 -1.851
H 5.397 0.500 -1.097
H 4.678 3.440 -1.466
H 6.218 2.657 -1.821
H 6.026 3.964 0.526
H 6.679 2.329 0.558
H 3.868 3.228 1.283
H 4.902 2.046 2.101
H 1.460 -2.030 1.139
H 0.453 -0.823 2.064
H 2.541 -2.804 3.019
H 0.960 -2.469 3.733
H 3.106 -1.315 4.877
H 1.739 -0.262 4.511
H 4.308 -0.602 2.900
H 3.453 0.883 3.320

The calculation puts the HOMO-LUMO gap (spin up / spin down) at 0.3043 / 0.2767 Eh. As for the spin multiplicity: 2. The value obtained for the HOMO energy (spin up / spin down) is -13.72 / -13.72 eV. Its LUMO energy (spin up / spin down) is -5.44 / -6.19 eV. Its relative energy (zero: lowest compared OMol25 entry of this formula, charge and spin) is 0.00 kcal/mol. As for the net charge: +2.

=====

Which value of spin multiplicity does entry 9 give?
2

=====

Look up the spin multiplicity of the fifth one.
1

=====

Which of these has the highest spin multiplicity?
C3H7N2S